Here is a cluster of 2 separate species, C4H7NO2S in total at a distorted geometry from the OMol25 dataset. Energies are from the ωB97M-V functional and the def2-TZVPD basis.

Summary:
- LUMO energy (eV) = 3.7
- orbital gap (eV) = 2.69
- electronic energy (Ha) = -759.75409

Geometry as ORCA input:
```
! RIJCOSX wB97M-V def2-TZVPD def2/J DEFGRID3
* xyz -2 1
C -0.755 -1.992 -0.763
N -1.536 -0.837 -0.516
C -0.986 0.275 0.281
C 0.353 0.976 0.089
S 1.456 4.450 -0.814
C 1.355 0.131 0.879
O 2.099 -0.736 0.307
O 1.547 0.320 2.172
H -0.168 -1.166 -1.170
H -0.270 -2.574 0.051
H -1.233 -2.702 -1.390
H -1.866 0.925 0.285
H -0.943 -0.097 1.376
H 0.517 0.948 -1.037
H 0.431 2.078 0.249
*
```

Here is an isolated molecule of C4H7NO2S at a distorted geometry from the OMol25 dataset. Energies are from the ωB97M-V functional and the def2-TZVPD basis.

Summary:
- LUMO energy (eV) = 0.6
- orbital gap (eV) = 9.99
- electronic energy (Ha) = -760.02924

Geometry as ORCA input:
```
! RIJCOSX wB97M-V def2-TZVPD def2/J DEFGRID3
* xyz 0 1
O 0.348 -2.814 -0.251
C 0.091 -2.066 -1.168
N -0.307 -0.769 -1.013
C -0.217 -0.097 0.288
C -1.400 0.884 0.286
O -1.307 1.988 -0.179
C 1.106 0.656 0.407
S 1.295 1.488 2.009
H 0.137 -2.377 -2.212
H -0.556 -0.261 -1.846
H -0.404 -0.880 1.017
H -2.334 0.472 0.703
H 1.184 1.315 -0.447
H 1.926 -0.052 0.479
H 0.435 2.512 1.928
*
```

Here is an isolated molecule of C4H7NO2S at a distorted geometry from the OMol25 dataset. Energies are from the ωB97M-V functional and the def2-TZVPD basis.

Summary:
- LUMO energy (eV) = 0.7
- orbital gap (eV) = 10.01
- electronic energy (Ha) = -759.99117

Geometry as ORCA input:
```
! RIJCOSX wB97M-V def2-TZVPD def2/J DEFGRID3
* xyz 0 1
O -0.392 -2.747 0.424
C -0.187 -2.345 -0.711
N -0.211 -0.932 -0.896
C -0.360 0.035 0.210
C -1.424 0.974 -0.294
O -1.072 1.880 -0.950
C 1.009 0.591 0.560
S 0.871 1.808 1.869
H -0.069 -2.846 -1.686
H 0.449 -0.590 -1.579
H -0.744 -0.406 1.221
H -2.453 0.756 -0.131
H 1.596 0.961 -0.385
H 1.682 -0.090 0.929
H 1.305 2.950 1.418
*
```

Here is an isolated molecule of C4H7NO2S at a distorted geometry from the OMol25 dataset. Energies are from the ωB97M-V functional and the def2-TZVPD basis.

Summary:
- LUMO energy (eV) = 0.6
- orbital gap (eV) = 9.69
- electronic energy (Ha) = -759.91489

Geometry as ORCA input:
```
! RIJCOSX wB97M-V def2-TZVPD def2/J DEFGRID3
* xyz 0 1
C 3.418 0.006 0.007
S 1.629 0.381 -0.004
C 0.851 -1.232 -0.114
N -0.434 -1.354 0.179
O -1.105 -0.115 0.199
C -2.465 -0.208 0.046
C -2.880 1.242 0.007
O -3.140 -1.224 -0.101
H 3.855 0.978 -0.527
H 3.961 -0.248 1.075
H 3.538 -1.094 -0.503
H 1.500 -2.175 -0.094
H -2.673 1.789 0.892
H -4.012 1.551 -0.379
H -2.043 1.703 -0.682
*
```

Here is an isolated molecule of C4H7NO2S2 at a distorted geometry from the OMol25 dataset. Energies are from the ωB97M-V functional and the def2-TZVPD basis.

Summary:
- LUMO energy (eV) = -1.0
- orbital gap (eV) = 7.87
- electronic energy (Ha) = -1158.04069

Geometry as ORCA input:
```
! RIJCOSX wB97M-V def2-TZVPD def2/J DEFGRID3
* xyz 0 1
C -0.298 -0.922 -1.630
C 0.833 -1.664 -1.372
C -0.689 0.139 -0.873
C -0.415 1.454 1.722
N 1.454 0.496 -0.258
O 0.196 -1.136 1.408
O -2.121 -0.403 1.262
S 2.202 -0.838 -0.703
S -0.754 -0.172 0.909
H -0.764 -1.285 -2.462
H 1.142 -2.661 -1.515
H -1.663 0.776 -1.151
H 0.549 1.698 1.416
H -1.033 2.127 1.222
H -0.708 1.163 2.637
H 2.070 1.226 -0.612
*
```

Here is an isolated molecule of C4H7NO2Se at a distorted geometry from the OMol25 dataset. Energies are from the ωB97M-V functional and the def2-TZVPD basis.

Summary:
- LUMO energy (eV) = 0.5
- orbital gap (eV) = 9.09
- electronic energy (Ha) = -2763.24167

Geometry as ORCA input:
```
! RIJCOSX wB97M-V def2-TZVPD def2/J DEFGRID3
* xyz 0 1
O 1.884 2.083 -0.106
C 1.427 0.991 0.275
O 1.833 0.393 1.377
C 0.493 0.118 -0.696
C -1.054 0.939 -1.048
Se -2.308 0.177 0.158
C -0.978 -1.134 0.827
N 0.153 -1.112 -0.050
H 1.355 -0.467 1.558
H 1.250 -0.074 -1.479
H -0.877 1.987 -0.943
H -1.414 0.684 -2.058
H -1.364 -2.103 1.040
H -0.620 -0.621 1.869
H 0.219 -1.859 -0.724
*
```

Here is a structure of composition C4H7NO3 at a distorted geometry from the OMol25 dataset. Energies are from the ωB97M-V functional and the def2-TZVPD basis.

Summary:
- LUMO energy (eV) = 6.9
- orbital gap (eV) = 5.82
- electronic energy (Ha) = -436.88592

Geometry as ORCA input:
```
! RIJCOSX wB97M-V def2-TZVPD def2/J DEFGRID3
* xyz -2 1
O 2.013 1.031 0.695
C 0.985 0.703 1.296
O 0.578 1.135 2.391
C 0.088 -0.426 0.609
C -0.795 0.103 -0.526
C -0.031 0.664 -1.758
O -0.847 1.032 -2.798
N -0.608 -1.965 1.049
H -0.512 -0.887 1.593
H -1.488 -0.632 -0.938
H -1.409 0.924 -0.131
H 0.745 -0.059 -2.080
H 0.393 1.612 -1.393
H 0.910 -0.955 0.147
H -0.022 -2.281 1.844
*
```

Here is a cluster of 2 separate species, C4H7NO3 in total at a distorted geometry from the OMol25 dataset. Energies are from the ωB97M-V functional and the def2-TZVPD basis.

Summary:
- LUMO energy (eV) = 0.6
- orbital gap (eV) = 11.14
- electronic energy (Ha) = -437.08533

Geometry as ORCA input:
```
! RIJCOSX wB97M-V def2-TZVPD def2/J DEFGRID3
* xyz 0 1
C -0.197 -0.211 1.625
O 0.954 -0.490 0.852
C 0.963 -0.281 -0.522
C 2.077 -1.055 -1.167
O 0.353 0.608 -1.052
H -0.216 0.876 1.755
H -0.178 -0.578 2.650
H -1.040 -0.755 1.185
H 1.735 -2.065 -1.386
H 2.933 -1.120 -0.501
H 2.376 -0.574 -2.094
N -2.328 1.385 -1.042
C -2.647 1.472 0.114
O -3.351 1.603 1.036
H -1.434 1.184 -1.452
*
```

Here is a cluster of 2 separate species, C4H7NO3 in total at a distorted geometry from the OMol25 dataset. Energies are from the ωB97M-V functional and the def2-TZVPD basis.

Summary:
- LUMO energy (eV) = 0.4
- orbital gap (eV) = 11.28
- electronic energy (Ha) = -437.03373

Geometry as ORCA input:
```
! RIJCOSX wB97M-V def2-TZVPD def2/J DEFGRID3
* xyz 0 1
N -4.392 0.395 1.474
C -3.413 0.776 0.972
C -2.170 1.254 0.341
O -1.101 0.423 0.696
C 0.070 0.714 -0.022
C 1.184 -0.185 0.442
O 2.279 -0.143 -0.070
H -1.989 2.299 0.652
H -2.342 1.284 -0.750
H 0.394 1.763 0.110
H -0.075 0.553 -1.107
H 0.940 -0.876 1.278
O 3.779 -2.813 -1.632
H 3.364 -1.953 -1.448
H 3.472 -3.489 -0.935
*
```

Please write out number 5 again, unchanged.
Here is an isolated molecule of C4H7NO2S2 at a distorted geometry from the OMol25 dataset. Energies are from the ωB97M-V functional and the def2-TZVPD basis.

Summary:
- LUMO energy (eV) = -1.0
- orbital gap (eV) = 7.87
- electronic energy (Ha) = -1158.04069

Geometry as ORCA input:
```
! RIJCOSX wB97M-V def2-TZVPD def2/J DEFGRID3
* xyz 0 1
C -0.298 -0.922 -1.630
C 0.833 -1.664 -1.372
C -0.689 0.139 -0.873
C -0.415 1.454 1.722
N 1.454 0.496 -0.258
O 0.196 -1.136 1.408
O -2.121 -0.403 1.262
S 2.202 -0.838 -0.703
S -0.754 -0.172 0.909
H -0.764 -1.285 -2.462
H 1.142 -2.661 -1.515
H -1.663 0.776 -1.151
H 0.549 1.698 1.416
H -1.033 2.127 1.222
H -0.708 1.163 2.637
H 2.070 1.226 -0.612
*
```

Question: LUMO energy of number 2 (C4H7NO2S)?
Answer: 0.6 eV

Question: The lowest orbital gap belongs to which entry?
Answer: number 1